11 unconnected molecules or ions with the total composition C29H79Br8O28P7 in a non-equilibrium geometry, computed with ωB97M-V/def2-TZVPD.

Structure (ORCA input):
```
! RIJCOSX wB97M-V def2-TZVPD def2/J DEFGRID3
* xyz 0 1
C -4.464 3.505 -2.706
O -3.565 4.327 -3.404
P -4.214 5.479 -4.335
O -4.967 6.542 -3.639
O -2.876 5.935 -5.131
C -2.069 7.048 -4.628
O -4.924 4.598 -5.417
C -4.336 3.432 -6.084
H -4.656 4.029 -1.783
H -4.021 2.544 -2.588
H -5.408 3.471 -3.289
H -1.438 7.476 -5.448
H -1.432 6.759 -3.849
H -2.747 7.884 -4.386
H -4.795 2.504 -5.740
H -3.220 3.440 -5.945
H -4.523 3.623 -7.139
C -0.854 0.134 3.805
O -1.192 0.099 5.254
P -2.577 -0.577 5.569
O -2.879 -1.941 5.147
O -3.648 0.428 4.980
C -4.747 -0.069 4.175
O -2.619 -0.351 7.149
C -3.868 -0.490 7.794
H -1.747 0.477 3.233
H -0.480 -0.829 3.532
H -0.033 0.819 3.779
H -4.490 -0.801 3.462
H -5.112 0.791 3.663
H -5.519 -0.549 4.778
H -4.508 0.416 7.619
H -3.574 -0.518 8.846
H -4.422 -1.393 7.509
C -1.025 3.106 -1.173
O -1.193 2.933 0.226
P -2.551 2.890 0.933
O -3.562 1.880 0.597
O -3.082 4.380 0.641
C -4.433 4.668 0.882
O -2.189 2.889 2.486
C -1.258 3.792 3.167
H -1.378 2.193 -1.635
H 0.059 3.246 -1.395
H -1.458 3.982 -1.555
H -4.808 4.429 1.920
H -4.995 4.087 0.097
H -4.453 5.710 0.823
H -1.828 4.684 3.257
H -0.390 4.069 2.542
H -0.991 3.404 4.169
C 6.333 2.641 -0.387
O 5.137 2.569 -1.239
P 3.957 3.563 -0.992
O 2.872 3.399 -1.967
O 3.624 3.419 0.612
C 2.398 3.978 1.167
O 4.624 4.990 -0.954
C 4.736 5.684 -2.221
H 6.625 3.674 -0.262
H 7.071 2.023 -0.863
H 6.119 2.213 0.576
H 1.700 4.303 0.399
H 2.693 4.780 1.753
H 1.956 3.189 1.780
H 4.998 4.924 -2.984
H 5.426 6.523 -2.062
H 3.782 6.127 -2.472
C -2.618 -3.936 2.645
O -3.309 -2.905 1.854
P -4.827 -3.268 1.505
O -5.827 -3.345 2.563
O -5.142 -2.040 0.495
C -6.351 -1.260 0.661
O -4.858 -4.590 0.640
C -4.079 -4.787 -0.524
H -1.582 -3.980 2.311
H -3.033 -4.948 2.537
H -2.648 -3.675 3.724
H -6.775 -1.146 -0.314
H -6.008 -0.240 0.923
H -7.006 -1.669 1.432
H -4.458 -4.251 -1.369
H -3.974 -5.886 -0.729
H -3.058 -4.432 -0.402
C 4.989 -6.807 -3.152
O 4.514 -6.021 -2.111
P 3.106 -5.365 -2.004
O 1.982 -6.013 -2.692
O 2.952 -4.974 -0.485
C 2.648 -5.806 0.621
O 3.461 -3.933 -2.583
C 2.393 -3.018 -2.863
H 5.539 -7.763 -2.865
H 5.672 -6.142 -3.696
H 4.115 -7.127 -3.783
H 3.199 -6.753 0.573
H 1.564 -5.894 0.720
H 2.995 -5.286 1.488
H 1.781 -2.863 -2.009
H 1.882 -3.431 -3.740
H 2.778 -1.997 -3.001
C 4.442 -0.916 2.453
O 3.640 -0.683 1.279
P 2.090 -0.290 1.332
O 1.887 0.884 2.216
O 1.512 -0.201 -0.113
C 1.886 0.856 -0.994
O 1.306 -1.571 1.752
C 1.252 -2.853 1.003
H 5.142 -1.717 2.222
H 3.795 -0.958 3.344
H 5.105 -0.083 2.497
H 0.891 1.083 -1.499
H 2.699 0.486 -1.723
H 2.218 1.702 -0.438
H 0.811 -2.682 0.019
H 0.598 -3.503 1.567
H 2.224 -3.221 0.880
Br 7.275 -4.476 0.507
C 6.277 -2.942 -0.138
C 6.249 -2.889 -1.619
Br 5.377 -1.313 -2.351
H 6.788 -2.076 0.281
H 5.334 -2.934 0.321
H 5.816 -3.767 -2.126
H 7.290 -2.774 -2.038
Br -1.082 -1.943 -2.979
C -2.102 -1.103 -1.494
C -3.387 -0.448 -1.958
Br -4.697 -1.471 -2.797
H -1.358 -0.351 -1.150
H -2.256 -1.786 -0.637
H -3.083 0.318 -2.726
H -3.896 0.070 -1.138
Br 4.516 -4.225 4.084
C 2.848 -3.373 4.900
C 1.766 -4.408 4.895
Br 0.084 -3.610 5.466
H 2.602 -2.558 4.245
H 3.056 -2.952 5.888
H 1.960 -5.158 5.686
H 1.651 -4.831 3.904
Br 3.474 0.213 -5.356
C 2.363 1.736 -4.789
C 0.967 1.236 -5.128
Br -0.459 2.519 -4.673
H 2.609 2.635 -5.368
H 2.546 1.837 -3.737
H 0.610 0.329 -4.624
H 0.753 1.126 -6.169
*
```

Results
* HOMO level: -9.95 eV
* LUMO level: 0.23 eV
* DFT total energy: -26241.29195 Eh
* maximum force: 2.89 eV/Å
* SMILES: COP(=O)(OC)OC.COP(=O)(OC)OC.COP(=O)(OC)OC.COP(=O)(OC)OC.COP(=O)(OC)OC.COP(=O)(OC)OC.COP(=O)(OC)OC.BrCCBr.BrCCBr.BrCCBr.BrCCBr
* energy above the lowest of the compared OMol25 structures with the same formula, charge and spin: 123.8 kJ/mol
* gap between HOMO and LUMO: 10.175 eV

These are the Mulliken partial charges, in e, on atoms 1 to 2: number 1, C, carries -0.613; number 2, O, carries 0.237